Below is a 2-piece molecular cluster, C23H27N2O3 overall at a distorted geometry, with properties calculated with ωB97M-V/def2-TZVPD.

Properties
- net charge = -1
- 2S+1 = 1

Atoms and positions in Å:
C 2.831 -0.340 0.536
N 1.818 -1.311 0.843
C 1.123 -1.078 2.085
C 0.120 -2.186 2.408
C -0.796 -2.393 1.213
O -1.931 -1.935 1.100
C 0.051 -2.834 0.028
C 1.081 -1.763 -0.311
H 3.454 -0.714 -0.286
H 2.404 0.630 0.224
H 3.464 -0.163 1.414
H 1.898 -1.024 2.871
H 0.593 -0.094 2.079
H 0.655 -3.131 2.588
H -0.460 -1.950 3.305
H 0.587 -3.754 0.292
H -0.588 -3.066 -0.832
H 0.553 -0.928 -0.818
H 1.827 -2.168 -1.016
C 2.563 -6.197 3.398
C 1.731 -5.935 2.172
O 0.433 -5.432 2.620
C -0.466 -5.324 1.613
C -1.655 -4.490 2.013
N -2.782 -4.848 1.498
C -4.058 -4.653 1.778
C -5.078 -5.070 0.796
C -6.414 -4.591 0.817
C -7.334 -4.988 -0.152
C -6.967 -5.925 -1.127
C -5.646 -6.405 -1.158
C -4.701 -5.946 -0.235
C -4.475 -4.081 3.063
C -5.561 -4.658 3.765
C -5.853 -4.242 5.062
C -5.078 -3.244 5.665
C -3.999 -2.675 4.975
C -3.739 -3.043 3.654
O -0.319 -5.846 0.519
H 3.603 -6.340 3.113
H 2.505 -5.365 4.101
H 2.215 -7.106 3.893
H 2.169 -5.155 1.533
H 1.589 -6.845 1.571
H -1.571 -3.950 2.977
H -6.727 -3.882 1.587
H -8.346 -4.581 -0.140
H -7.698 -6.276 -1.858
H -5.351 -7.143 -1.903
H -3.653 -6.261 -0.287
H -6.146 -5.456 3.296
H -6.668 -4.722 5.609
H -5.311 -2.916 6.679
H -3.332 -1.972 5.471
H -3.004 -2.495 3.057

=====

Below is the molecule C23H27N3O3, with properties calculated with ωB97M-V/def2-TZVPD.

Properties
- 2S+1 = 1
- structure (SMILES) = COc1cccc(CN2CCNC(=O)[C@@H]2CC(=O)NC2Cc3ccccc3C2)c1

Atoms and positions in Å:
C 5.390 1.644 2.048
H 5.962 2.381 2.609
H 5.779 0.644 2.264
H 4.338 1.699 2.344
O 5.561 1.984 0.692
C 4.886 1.265 -0.245
C 4.114 0.142 0.025
C 3.443 -0.511 -1.003
C 3.559 -0.053 -2.304
C 4.346 1.056 -2.578
C 5.004 1.714 -1.562
H 5.612 2.583 -1.756
H 4.437 1.412 -3.593
H 3.037 -0.557 -3.104
C 2.627 -1.741 -0.691
N 1.997 -1.672 0.622
C 1.918 -2.947 1.298
C 1.016 -3.947 0.560
N -0.155 -3.277 0.035
C -0.354 -1.951 -0.089
O -1.324 -1.525 -0.694
C 0.674 -1.059 0.612
C 0.683 0.367 0.044
C -0.334 1.247 0.768
O -0.006 2.039 1.630
N -1.599 1.060 0.361
C -2.732 1.724 0.962
H -2.321 2.449 1.669
C -3.598 2.382 -0.130
C -4.637 1.343 -0.431
C -5.490 1.259 -1.513
C -6.381 0.198 -1.581
C -6.416 -0.758 -0.580
C -5.560 -0.673 0.509
C -4.673 0.382 0.576
C -3.662 0.695 1.638
H -4.153 1.135 2.510
H -3.110 -0.186 1.968
H -5.587 -1.421 1.288
H -7.114 -1.580 -0.649
H -7.053 0.116 -2.423
H -5.462 2.003 -2.296
H -4.072 3.291 0.250
H -3.002 2.651 -1.002
H -1.793 0.290 -0.273
H 1.667 0.801 0.214
H 0.474 0.354 -1.026
H 0.359 -0.995 1.665
H -0.834 -3.859 -0.439
H 0.701 -4.748 1.237
H 1.567 -4.406 -0.273
H 2.922 -3.364 1.398
H 1.525 -2.766 2.302
H 1.894 -1.908 -1.495
H 3.313 -2.596 -0.690
H 3.996 -0.238 1.027

=====

E_LUMO readings, ordered: 2.83, 0.55 eV
HOMO-LUMO gap readings, ordered: 5.60, 9.02 eV
Relative energy (zero: lowest compared OMol25 entry of this formula, charge and spin) readings, ordered: 0.0, 40.1 kcal per mole